95
Properties=species:S:1:pos:R:3:forces:R:3:lowdin_charge:R:1 method="wB97M-V/def2-TZVPD" molar_mass_g_mol=994.5 total_charge=0 homo_lumo_gap_ha=0.310 lumo_energy_ev=-0.79
O 2.29714 -2.03207 1.30264 0.085 -0.306 -0.076 -0.256
P 1.84823 -1.51341 0.01408 0.447 0.625 0.962 0.488
O 0.36311 -2.07097 -0.33774 1.098 0.885 -0.727 -0.133
O 2.83129 -1.89971 -1.22289 -0.969 0.544 0.312 -0.124
C 1.78398 0.34830 -0.02568 -0.011 -1.210 -0.336 -0.201
C 0.50965 0.94427 -0.37044 1.138 0.082 0.239 -0.024
C 0.38778 2.29817 -0.45713 -1.269 -0.435 -0.112 -0.147
C -0.92865 2.97829 -0.84497 0.906 -0.474 -0.013 -0.174
C -2.09984 1.99225 -0.94247 0.122 0.225 -0.102 -0.184
C -3.48217 2.63055 -1.22795 0.330 -0.486 0.197 -0.787
F -4.00291 2.07366 -2.37708 -0.073 0.037 0.246 -0.027
Br -3.47198 4.55645 -1.49034 -0.120 -0.233 -0.210 0.862
C -4.48495 2.28199 -0.08525 -0.071 0.970 -0.117 -0.926
F -5.71423 2.72366 -0.40348 0.180 -0.230 0.094 0.034
F -4.57374 0.95594 0.10135 0.147 0.161 -0.089 0.065
Br -3.90526 3.17575 1.55982 -0.197 -0.507 -0.118 0.814
C 1.54038 3.06935 -0.16742 0.446 0.704 -0.015 -0.313
N 1.58379 4.41570 -0.20750 0.768 -0.408 0.189 -0.212
S 3.10775 4.79876 0.15407 0.095 0.151 0.091 1.024
N 3.80306 3.35665 0.39258 -1.086 0.731 -0.352 -0.201
C 2.80794 2.48846 0.17253 -0.164 -1.163 0.053 -0.357
C 2.93323 1.06285 0.24256 -0.708 0.183 -0.282 0.021
H 0.19027 -1.73299 -1.23489 -0.551 -0.535 0.022 0.069
H 2.81149 -1.14111 -1.82824 0.325 -0.280 -0.145 0.079
H -0.32134 0.27189 -0.55643 0.075 0.247 0.081 0.092
H -1.08791 3.79377 -0.13083 -0.200 -0.103 -0.301 0.094
H -0.76302 3.38662 -1.85464 -0.165 0.311 0.411 0.128
H -2.19290 1.35822 -0.04944 0.088 0.320 -0.116 0.110
H -1.87814 1.30827 -1.77497 -0.327 0.211 0.114 0.136
H 3.90929 0.63769 0.47614 -0.344 -0.140 0.039 0.123
C 1.36237 -6.33235 -2.72782 0.340 0.357 0.003 -0.018
C 0.11444 -5.66884 -2.19179 0.554 -0.485 -0.116 -0.327
C -1.16182 -6.39486 -2.53906 -0.163 -0.204 0.176 -0.095
O -2.11610 -5.32971 -2.59375 0.133 0.180 -0.114 0.072
C -1.43728 -4.19862 -2.89946 0.087 0.100 -0.035 -0.558
O -1.94319 -3.16834 -3.21367 -0.049 0.106 0.075 0.150
O -0.09893 -4.38874 -2.80787 -0.412 -0.016 0.088 0.078
H 1.45646 -6.17522 -3.80304 -0.178 -0.104 -0.012 0.094
H 2.24932 -5.89785 -2.26611 -0.009 -0.047 0.006 0.087
H 1.36088 -7.40268 -2.51882 -0.070 0.019 0.034 0.091
H 0.20361 -5.51398 -1.11331 -0.127 0.052 -0.015 0.161
H -1.44467 -7.12463 -1.78325 -0.158 0.117 0.010 0.140
H -1.12840 -6.88648 -3.51458 0.117 0.063 -0.016 0.141
C 3.83395 -1.54805 4.44506 -0.587 -0.141 -0.448 -0.026
C 5.12350 -1.57009 3.66678 -0.694 -0.407 0.540 -0.329
C 6.34763 -1.29898 4.50083 0.236 -0.074 0.029 -0.091
O 7.22961 -0.68369 3.55002 -0.152 0.135 -0.119 0.062
C 6.45176 -0.10689 2.59630 -0.046 0.007 -0.080 -0.559
O 6.84869 0.64626 1.76574 0.018 -0.006 -0.017 0.153
O 5.16130 -0.50564 2.71632 0.584 0.286 -0.221 0.075
H 3.54484 -0.53008 4.69986 0.221 -0.002 0.161 0.088
H 3.02630 -1.96111 3.83873 0.063 -0.008 -0.044 0.069
H 3.90973 -2.13561 5.35856 0.097 0.058 0.008 0.082
H 5.21765 -2.51140 3.11678 0.106 0.040 -0.013 0.160
H 6.78947 -2.20862 4.90331 0.149 0.063 -0.103 0.141
H 6.16705 -0.60022 5.31830 -0.124 0.008 -0.047 0.121
C 6.14393 1.25922 10.89509 -0.398 0.088 0.213 -0.021
C 5.83526 0.09502 9.98128 0.266 0.473 0.409 -0.331
C 6.83951 -0.09794 8.87225 0.255 -0.206 -0.041 -0.095
O 6.04266 -0.67774 7.83476 -0.166 0.123 0.079 0.046
C 4.76003 -0.26812 8.03178 -0.240 0.060 0.055 -0.542
O 3.88101 -0.40636 7.24566 0.129 0.022 0.151 0.165
O 4.62283 0.32113 9.24677 0.157 -0.275 -0.272 0.091
H 5.92136 2.20801 10.40583 0.140 -0.060 -0.138 0.095
H 5.52357 1.21235 11.79040 0.051 0.005 0.006 0.085
H 7.18917 1.25059 11.20616 0.000 -0.062 -0.044 0.090
H 5.71120 -0.82110 10.56522 0.004 -0.053 -0.111 0.158
H 7.64771 -0.76953 9.15522 -0.066 -0.096 -0.154 0.140
H 7.26651 0.83914 8.50617 -0.091 0.062 0.085 0.143
C -5.81328 4.03362 -7.16694 0.008 0.295 -0.329 -0.014
C -4.41204 3.57903 -6.82931 -0.708 0.096 -0.131 -0.320
C -4.31389 2.81278 -5.53619 0.037 -0.401 0.118 -0.103
O -2.98363 3.11785 -5.09855 -0.024 0.167 -0.051 0.042
C -2.64749 4.31988 -5.63200 0.026 0.140 -0.053 -0.566
O -1.69492 4.95428 -5.31236 0.029 -0.031 0.027 0.155
O -3.54748 4.69990 -6.57525 0.283 -0.255 0.236 0.086
H -6.11145 4.87456 -6.53968 0.040 -0.120 0.160 0.094
H -5.86063 4.37790 -8.20079 -0.021 -0.024 0.017 0.085
H -6.53081 3.22073 -7.04579 0.087 -0.053 0.036 0.078
H -3.98938 3.00780 -7.66037 0.086 -0.028 0.088 0.160
H -4.43439 1.74017 -5.67948 0.165 -0.002 0.061 0.134
H -5.02130 3.15145 -4.77441 -0.033 0.120 -0.086 0.139
C -5.25400 -1.98792 -2.99578 0.374 -0.103 -0.377 -0.009
C -5.71791 -0.59816 -3.36247 0.046 -0.711 0.353 -0.324
C -7.06238 -0.22125 -2.79335 -0.065 0.199 0.231 -0.088
O -7.56092 0.70182 -3.76915 0.068 -0.122 -0.189 0.068
C -6.97270 0.39687 -4.95238 0.000 -0.026 -0.039 -0.569
O -7.30424 0.84309 -6.00488 0.064 0.097 0.004 0.150
O -5.95520 -0.48132 -4.77786 -0.221 0.333 0.016 0.082
H -5.79811 -2.74891 -3.55737 -0.180 0.091 0.090 0.096
H -4.19985 -2.10617 -3.24572 -0.010 -0.083 0.085 0.064
H -5.37363 -2.17680 -1.92789 -0.023 0.093 0.000 0.094
H -4.95851 0.12941 -3.08925 -0.010 0.177 -0.003 0.132
H -6.98205 0.25841 -1.81982 -0.076 0.156 -0.090 0.132
H -7.75404 -1.06458 -2.71967 0.092 -0.060 -0.079 0.141

77
Properties=species:S:1:pos:R:3:forces:R:3:mulliken_spin:R:1 method="wB97M-V/def2-TZVPD" molar_mass_g_mol=806.2 total_charge=0 homo_lumo_gap_ha="0.176 / 0.196" s_squared=6.037 spin_multiplicity=5 lumo_energy_ev="-0.26 / -2.34"
Pt -1.40193 0.41184 0.61680 -0.016 -0.233 0.317 0.571
C 4.03109 -4.01525 0.21239 -0.015 -0.026 0.016 -0.001
C 2.57444 -4.04216 0.69464 0.001 -0.036 0.029 -0.004
C 1.66029 -4.09322 -0.52889 -0.016 -0.017 0.027 -0.004
C 2.32544 -5.31175 1.52513 0.009 0.065 -0.043 -0.004
C 2.30346 -2.81685 1.56661 0.004 0.008 -0.005 -0.016
C 3.04556 -2.63197 2.73833 -0.027 0.062 -0.001 0.041
C 2.80465 -1.55883 3.58131 0.048 -0.048 0.005 -0.009
C 1.80957 -0.65940 3.25294 -0.089 0.040 0.015 0.030
S 1.25744 0.72393 4.18169 0.004 0.016 -0.033 0.112
C 0.03861 1.02547 2.98403 0.193 -0.163 -0.041 0.424
N 0.12262 0.18041 1.89953 -0.101 0.162 0.145 0.264
C 1.06411 -0.80794 2.07840 0.082 -0.041 0.017 -0.054
C 1.32291 -1.88953 1.23873 0.013 -0.033 -0.053 0.032
C -1.01396 1.94621 3.02183 -0.123 0.117 0.061 -0.075
C -1.23327 2.94390 3.99607 0.039 -0.053 -0.042 0.239
C -2.36665 3.73195 3.93387 -0.001 0.024 0.020 -0.065
C -3.29945 3.58205 2.91201 0.009 -0.058 -0.064 0.199
C -3.07783 2.62248 1.91355 -0.029 0.079 0.050 -0.061
C -1.96292 1.82196 1.96864 0.005 0.022 -0.094 0.210
H 4.23869 -4.89164 -0.40524 0.003 -0.011 -0.013 0.000
H 4.73242 -4.01976 1.04712 -0.002 0.000 0.008 0.001
H 4.22481 -3.12149 -0.38314 -0.001 0.024 -0.017 0.000
H 1.88780 -4.98636 -1.11301 -0.005 -0.017 -0.011 0.001
H 1.80437 -3.22693 -1.17766 -0.001 0.024 -0.007 0.000
H 0.60799 -4.14328 -0.23607 0.009 0.010 -0.029 0.010
H 2.49331 -6.20136 0.91432 0.005 -0.006 -0.013 0.000
H 1.29717 -5.33001 1.88940 -0.021 -0.008 0.009 0.003
H 2.98975 -5.36411 2.38693 0.021 -0.002 0.027 0.001
H 3.81415 -3.34243 3.00837 0.026 -0.025 0.012 0.004
H 3.37368 -1.43830 4.49394 0.015 -0.007 0.009 -0.002
H 0.72385 -2.01350 0.34825 -0.003 0.032 0.016 0.017
H -0.51174 3.08502 4.79130 0.008 0.004 0.020 0.023
H -2.52848 4.48295 4.69681 -0.005 0.005 0.010 -0.002
H -4.18793 4.19700 2.88160 -0.012 0.014 0.003 0.018
H -3.79090 2.53526 1.10343 0.003 -0.010 -0.002 0.002
C -0.51810 -1.74568 -2.63602 -0.075 0.023 0.022 0.016
Si 0.32109 -0.07864 -2.60775 0.016 0.081 -0.021 -0.022
C 0.33181 0.47868 -4.40648 0.040 0.012 0.026 0.040
C 2.07039 -0.21296 -1.97296 0.008 -0.040 0.048 0.007
C -0.62933 1.19541 -1.58491 0.147 0.203 -0.381 0.804
C -2.06976 1.27917 -1.86672 -0.138 -0.082 0.118 -0.190
C -2.71114 1.68233 -3.03449 -0.022 0.006 0.009 0.045
C -4.09272 1.63471 -3.08457 0.024 -0.001 -0.012 0.015
C -4.81862 1.18575 -1.98628 -0.001 0.011 0.012 0.002
C -4.13202 0.81589 -0.84983 0.010 0.021 0.034 0.008
N -2.80010 0.88444 -0.80404 0.019 0.015 -0.200 -0.016
Si 0.20626 2.85539 -1.17602 0.003 -0.011 0.026 -0.031
C 1.45396 2.69449 0.20387 -0.087 0.011 0.031 0.039
C 1.08973 3.48310 -2.71330 0.018 -0.020 0.012 0.034
C -1.09605 4.12953 -0.75819 0.042 -0.002 0.009 -0.001
H -1.58376 -1.65347 -2.86552 0.005 0.010 -0.001 -0.003
H -0.42840 -2.29245 -1.70186 0.007 -0.064 0.071 0.001
H -0.06577 -2.35003 -3.42605 0.014 -0.015 -0.012 -0.001
H 0.98291 -0.19474 -4.97015 0.017 -0.010 -0.003 0.003
H 0.69491 1.49460 -4.55412 0.000 0.000 -0.001 -0.003
H -0.66354 0.39668 -4.84522 -0.048 0.005 -0.018 0.000
H 2.59637 -0.98973 -2.53383 0.023 -0.008 -0.003 0.000
H 2.09693 -0.48977 -0.91591 0.007 0.010 -0.031 0.000
H 2.62955 0.71629 -2.09347 -0.005 0.023 -0.004 0.001
H -2.12591 2.02630 -3.87520 0.007 -0.010 -0.018 0.006
H -4.61014 1.94090 -3.98439 0.000 0.007 -0.005 0.001
H -5.89648 1.12902 -2.00885 -0.010 -0.007 0.006 0.000
H -4.62434 0.46353 0.04678 0.000 -0.020 0.003 -0.004
H 2.03024 1.77231 0.14287 0.032 -0.055 -0.015 -0.004
H 0.96247 2.71200 1.17891 0.023 0.009 -0.019 -0.012
H 2.15073 3.53451 0.15784 0.007 0.030 0.005 -0.001
H 1.90546 2.83273 -3.03123 0.012 -0.005 -0.010 -0.001
H 1.51874 4.46008 -2.47661 0.011 0.016 -0.002 0.002
H 0.40976 3.61804 -3.55638 -0.017 -0.003 -0.008 0.003
H -1.64167 3.88652 0.15304 -0.008 -0.008 0.020 0.001
H -1.81422 4.26028 -1.57046 -0.019 -0.003 -0.021 -0.002
H -0.60052 5.09114 -0.60135 -0.009 0.016 0.007 0.000
S -1.79797 -4.09398 2.41605 0.025 0.003 -0.003 0.499
C -1.89805 -2.45900 2.10255 -0.095 0.003 -0.034 -0.047
S -1.91813 -1.63443 3.54871 0.024 -0.022 0.039 0.590
S -2.08768 -1.84330 0.50758 -0.038 -0.038 -0.022 0.321